Entry 1:
11
Properties=species:S:1:pos:R:3:forces:R:3:nbo_charge:R:1 method="wB97M-V/def2-TZVPD" lumo_energy_ha="0.005 / 0.006" de_lowest_kcal_mol=141.4 gap_ev="7.38 / 7.41"
C -0.858 -0.290 1.052 0.428 0.117 -0.196 -0.275
N 0.735 0.040 0.262 -0.374 0.021 0.151 -0.224
N 0.128 1.387 0.364 0.061 -0.408 -0.263 -0.683
N 1.012 -0.592 -0.909 -0.511 0.533 -0.436 -0.043
N 0.395 -0.050 -1.874 0.326 -0.311 0.699 -0.474
H 1.506 -0.087 0.909 -0.065 0.025 -0.076 0.397
H -0.239 1.502 -0.587 0.047 -0.007 0.117 0.339
H 0.617 -0.617 -2.694 0.045 0.010 0.068 0.336
H -1.480 -0.461 0.184 0.035 0.023 0.001 0.222
H -1.295 0.384 1.775 0.030 -0.011 -0.042 0.225
H -0.523 -1.217 1.519 -0.023 0.006 -0.022 0.180

***

Entry 2:
61
Properties=species:S:1:pos:R:3:forces:R:3:nbo_charge:R:1 method="wB97M-V/def2-TZVPD" total_charge=-1 lumo_energy_ha=-0.015 de_lowest_kcal_mol=218.1 gap_ev=4.25
Ba 0.095 -0.376 -0.191 -0.147 0.840 -0.040 1.938
N -4.272 -1.329 3.193 -0.409 0.105 1.242 0.724
O -3.428 -1.614 2.374 3.089 0.661 -3.863 -0.619
O -4.753 -0.200 3.313 -0.270 1.011 -0.292 -0.559
O -4.569 -2.240 3.926 -1.916 -1.694 2.584 -0.536
N 0.808 4.239 -3.080 3.387 -0.416 -2.766 0.714
O 0.901 3.873 -1.918 -1.546 -0.701 2.431 -0.585
O -0.155 4.191 -3.816 -4.175 -0.436 0.308 -0.560
O 1.849 4.538 -3.674 2.044 1.056 0.146 -0.558
C 6.516 1.786 1.967 -0.038 -0.363 -3.445 0.735
F 6.868 0.712 2.635 -0.576 -0.636 1.447 -0.326
F 5.556 2.523 2.578 1.291 -0.631 -0.002 -0.325
F 7.672 2.457 1.789 -0.729 0.785 0.510 -0.333
S 5.931 1.207 0.178 -0.577 1.736 -2.619 2.279
O 6.844 0.208 -0.348 0.865 0.494 1.031 -0.989
O 4.626 0.609 0.353 -1.299 -0.299 1.324 -1.059
O 5.854 2.455 -0.620 0.670 -1.417 1.821 -0.975
C -5.333 0.766 -3.710 -0.764 0.204 -0.886 -0.640
C -4.382 -0.100 -2.912 -0.218 -0.573 0.822 -0.087
C -3.626 -1.215 -3.693 -0.560 -0.559 0.964 -0.062
O -2.812 -2.030 -2.806 -0.379 1.131 -0.180 -0.565
C -3.385 -3.205 -2.301 0.332 -1.510 0.162 -0.259
N -3.443 0.803 -2.190 0.323 -0.595 -1.296 -0.843
H -6.172 0.280 -4.207 0.096 -0.624 0.074 0.217
H -4.863 1.334 -4.512 0.383 0.130 0.082 0.209
H -5.825 1.475 -3.044 0.219 0.111 0.127 0.222
H -5.019 -0.617 -2.195 0.233 -0.270 0.271 0.196
H -3.004 -0.933 -4.542 0.167 0.547 0.295 0.194
H -4.404 -1.853 -4.113 -0.132 -0.123 -0.129 0.175
H -2.953 -3.474 -1.337 0.137 0.518 0.214 0.185
H -3.109 -4.059 -2.920 0.022 -0.081 -0.473 0.163
H -4.459 -3.313 -2.153 -0.255 0.948 -0.210 0.184
H -3.288 1.350 -3.025 1.486 0.975 0.145 0.355
H -3.931 1.484 -1.626 -0.473 -0.238 0.448 0.368
C -0.248 2.894 5.277 -0.383 0.821 1.493 -0.625
C 0.410 2.019 4.289 -0.011 -1.936 1.529 -0.080
C 0.601 0.590 4.923 -0.793 0.406 -2.070 -0.075
O 1.194 -0.172 3.849 0.588 -0.312 1.146 -0.571
C 2.166 -1.151 4.217 -0.292 -0.037 -0.785 -0.242
N -0.586 2.004 3.202 1.081 -0.583 -0.718 -0.832
H -0.307 3.894 4.848 0.273 0.349 0.579 0.210
H 0.169 2.843 6.283 0.308 0.538 -0.010 0.211
H -1.288 2.589 5.389 -0.098 -0.156 0.144 0.202
H 1.412 2.364 4.034 -0.198 0.097 -0.543 0.212
H -0.362 0.120 5.124 -0.471 0.157 -0.076 0.178
H 1.071 0.567 5.906 0.938 0.211 -0.354 0.186
H 3.125 -0.739 4.533 -0.053 0.321 0.029 0.185
H 2.317 -1.687 3.281 0.357 -0.204 0.119 0.172
H 1.835 -1.879 4.957 -0.349 0.123 0.177 0.169
H -1.383 1.617 3.687 -0.563 -0.445 -0.409 0.359
H -0.817 2.987 3.193 -0.349 0.252 -0.992 0.355
C 2.365 -2.505 -4.127 -0.269 -0.509 0.006 -0.084
C 2.789 -3.435 -2.979 1.081 1.006 -0.989 -0.100
O 1.704 -3.644 -2.092 0.014 0.059 0.143 -0.741
O 2.026 -1.191 -3.718 -0.171 -0.048 0.727 -0.738
H 1.488 -2.953 -4.594 -0.158 -0.241 -0.108 0.161
H 3.121 -2.390 -4.903 0.413 -0.594 0.207 0.183
H 3.691 -3.064 -2.492 -0.233 0.705 0.512 0.187
H 3.210 -4.349 -3.397 -0.721 -0.444 -0.371 0.175
H 1.967 -4.376 -1.528 -0.163 -0.082 0.184 0.478
H 1.996 -0.686 -4.533 -0.062 0.458 0.178 0.487

***

Entry 3:
81
Properties=species:S:1:pos:R:3:forces:R:3:lowdin_spin:R:1 method="wB97M-V/def2-TZVPD" s_squared=6.02 total_charge=+3 lumo_energy_ha="-0.294 / -0.456" multiplicity=5 de_lowest_kcal_mol=10.8 gap_ev="7.42 / 4.51"
Ir 0.313 -0.138 -0.143 -0.221 -1.544 -0.797 1.856
P -0.419 1.704 0.889 -1.607 2.401 2.189 0.184
P -2.065 -0.916 -0.582 -1.531 -0.315 -0.513 0.087
P 2.450 0.572 -0.583 1.565 0.080 -0.771 0.139
H 2.382 -1.651 -5.290 0.048 0.262 0.292 0.009
C 3.064 -1.633 -4.436 0.372 -1.308 -1.122 0.198
C 2.997 -2.595 -3.492 0.475 -1.055 -0.773 0.107
H 2.318 -3.462 -3.603 0.638 0.451 0.022 0.008
C -0.852 3.084 -0.217 0.093 0.023 -0.133 0.048
C -1.979 1.506 1.869 0.091 0.249 0.128 0.025
C 0.708 2.496 2.117 0.007 0.086 0.071 0.035
C -2.382 -2.514 -1.508 0.604 0.135 -0.094 0.027
C -3.508 -1.143 0.610 0.201 0.157 0.497 0.008
C -2.776 0.304 -1.757 -0.008 -0.024 -0.254 0.018
C 3.611 -0.417 -1.600 -0.090 0.115 0.208 0.047
C 3.558 0.800 0.868 -0.101 0.259 0.053 0.011
C 2.432 2.143 -1.506 0.259 0.219 -0.022 0.030
H 3.940 -1.006 -4.520 -0.102 0.334 0.111 0.007
H 3.768 -2.627 -2.720 -0.543 -0.260 -0.154 0.004
H -1.225 3.946 0.351 0.104 -0.265 0.018 0.008
H -1.629 2.765 -0.914 0.101 0.056 0.013 0.001
H 0.029 3.395 -0.781 -0.140 0.026 -0.026 0.001
H -2.176 2.385 2.501 0.216 -0.123 -0.275 0.005
H -1.936 0.643 2.545 0.033 0.161 -0.227 0.001
H -2.844 1.396 1.203 0.270 -0.015 0.090 0.000
H 0.182 3.283 2.674 -0.063 -0.160 -0.290 0.007
H 1.560 2.969 1.618 -0.115 -0.109 -0.004 0.000
H 1.085 1.795 2.869 -0.098 0.043 -0.207 0.001
H -3.035 -3.187 -0.940 0.115 0.272 -0.227 0.002
H -1.446 -3.062 -1.697 -0.707 -0.156 0.087 0.003
H -2.836 -2.231 -2.467 0.089 -0.385 0.250 0.002
H -4.403 -0.633 0.225 0.358 -0.095 -0.119 0.001
H -3.333 -0.752 1.618 0.022 -0.071 -0.290 0.000
H -3.753 -2.209 0.714 0.218 0.372 -0.079 0.000
H -3.524 -0.223 -2.366 0.002 0.354 0.227 0.002
H -1.998 0.674 -2.438 -0.166 0.005 0.149 0.006
H -3.250 1.154 -1.241 0.195 -0.349 -0.176 0.000
H 4.614 0.022 -1.525 -0.188 0.019 -0.002 0.006
H 3.316 -0.463 -2.649 -0.025 0.412 0.537 0.004
H 3.659 -1.442 -1.228 0.005 0.233 0.155 0.001
H 4.389 1.454 0.567 -0.231 -0.130 0.041 0.001
H 3.999 -0.163 1.161 -0.192 0.208 -0.085 0.000
H 3.058 1.249 1.730 0.172 -0.056 -0.170 0.000
H 3.429 2.314 -1.938 -0.271 0.044 0.193 0.004
H 2.181 2.990 -0.853 0.056 -0.210 -0.231 0.000
H 1.709 2.080 -2.333 0.161 0.043 0.302 0.005
C -0.481 -1.235 -4.417 -0.826 0.003 0.111 0.095
C -0.351 0.111 -4.824 0.232 0.183 -0.185 0.055
C -1.202 0.632 -5.792 0.538 0.209 0.619 0.012
C -2.241 -0.162 -6.265 -0.142 -0.140 -0.828 0.100
C -2.323 -1.521 -5.961 -0.005 -0.640 0.561 0.003
C -1.469 -2.050 -4.997 -0.328 -0.311 -0.368 0.055
S 0.566 -1.800 -3.159 -0.378 1.627 0.817 0.370
H -0.260 -2.237 -2.167 0.226 -0.368 -0.914 0.054
H 0.381 0.733 -4.311 0.054 -0.060 -0.378 0.003
H -1.048 1.647 -6.177 -0.269 -0.366 0.393 -0.001
H -2.979 0.269 -6.934 0.179 -0.054 -0.086 0.004
H -3.042 -2.183 -6.467 0.228 0.531 0.428 -0.001
H -1.579 -3.080 -4.660 0.138 0.130 -0.307 0.002
C 0.855 -0.919 2.529 0.226 -0.786 1.111 0.029
N 0.615 -1.703 1.264 -0.119 -0.738 -0.059 0.201
C -0.573 -2.640 1.455 0.065 -0.485 1.135 0.013
N -0.373 -3.503 2.612 0.698 0.946 -0.487 0.011
C -0.124 -2.640 3.798 0.047 -0.402 0.080 0.002
N 1.091 -1.823 3.660 -0.326 0.454 -1.170 0.023
C 2.258 -2.663 3.351 0.034 -0.282 0.079 0.002
N 2.062 -3.503 2.150 -1.258 0.923 -0.511 0.015
C 1.819 -2.597 1.007 0.361 -0.560 0.964 0.023
C 0.826 -4.316 2.354 0.383 -0.124 0.171 0.001
H -0.049 -0.332 2.741 0.339 -0.124 -0.086 0.004
H 1.737 -0.275 2.389 -0.351 -0.249 -0.030 0.005
H -0.664 -3.287 0.567 0.017 0.469 0.156 0.001
H -1.488 -2.062 1.643 0.445 -0.005 -0.206 0.001
H -0.009 -3.286 4.670 -0.132 0.076 -0.024 0.001
H -0.982 -1.965 3.933 0.200 -0.300 0.105 0.000
H 3.139 -2.027 3.188 -0.193 -0.138 0.204 0.000
H 2.424 -3.324 4.202 0.169 0.071 -0.042 0.001
H 1.641 -3.209 0.106 -0.028 0.400 0.216 0.005
H 2.711 -1.963 0.893 -0.365 -0.144 -0.126 0.003
H 0.989 -4.954 3.225 0.021 -0.111 -0.228 0.000
H 0.657 -4.919 1.453 0.050 -0.025 0.292 0.000

***

Entry 4:
93
Properties=species:S:1:pos:R:3:forces:R:3:mulliken_charge:R:1 method="wB97M-V/def2-TZVPD" total_charge=-1 lumo_energy_ha=0.078 gap_ev=5.72
C 2.610 -1.347 3.246 0.338 -0.187 -2.399 -0.631
C 2.464 -1.235 1.843 0.848 -0.579 3.275 -0.476
P 1.393 0.125 1.009 -0.387 -0.862 -1.299 1.223
C -0.211 -0.909 1.166 -1.553 -0.555 0.668 -0.764
C -1.392 -0.084 1.880 0.494 -1.761 0.356 -0.332
N -2.323 0.594 0.932 -0.267 0.645 1.235 0.555
C -2.135 2.063 0.876 -1.221 1.252 -0.543 -0.230
C -2.409 2.851 2.246 1.392 0.927 0.020 -1.130
C -3.717 0.196 1.113 -1.311 -1.568 -2.509 0.351
C -4.565 0.313 2.451 0.280 0.248 -0.270 -0.700
O -4.292 -0.329 0.125 1.381 1.609 2.870 -0.657
C 2.951 1.227 0.650 0.893 0.837 0.349 -1.110
C 3.619 1.835 1.964 -0.545 1.180 -1.115 0.064
C 3.526 3.445 2.037 0.205 -0.529 0.879 -1.043
Br 5.598 1.436 1.849 -0.372 0.039 0.490 -0.294
H 3.510 -1.921 3.689 -1.967 0.672 -0.550 0.116
H 1.853 -0.833 3.934 1.423 -0.374 -0.966 0.207
H 3.021 -1.964 1.174 -0.183 1.101 0.836 0.264
H 1.221 0.769 2.298 -0.263 0.151 0.458 -0.446
H 0.599 1.146 0.317 -0.294 0.288 0.101 -0.492
H 1.643 -0.509 -0.282 0.109 -0.092 -0.273 -0.169
H -0.560 -1.295 0.141 0.440 0.742 1.376 0.343
H -0.033 -1.835 1.812 -0.160 1.191 -0.839 0.118
H -0.900 0.598 2.646 -0.739 -0.402 -0.896 0.040
H -2.007 -0.851 2.469 0.738 0.990 -0.596 0.199
H -1.117 2.380 0.467 -1.310 -0.989 0.677 0.106
H -2.904 2.458 0.116 1.052 -0.609 0.914 0.303
H -1.407 3.323 2.556 -1.424 -0.659 -0.278 0.242
H -3.106 3.748 2.081 0.701 -1.485 0.364 0.256
H -2.721 2.196 3.115 0.137 0.799 -1.150 0.396
H -5.600 -0.158 2.315 1.689 0.527 0.024 0.332
H -3.988 -0.211 3.280 -0.827 0.899 -0.852 0.048
H -4.716 1.423 2.672 0.344 -1.535 -0.054 0.241
H 2.610 2.100 -0.016 0.376 -1.134 0.891 0.229
H 3.650 0.601 0.012 -0.555 0.795 1.016 0.638
H 3.217 1.399 2.931 0.696 0.198 -1.326 0.389
H 4.208 3.915 1.263 -1.015 -0.554 0.761 0.337
H 3.889 3.799 3.069 -0.406 -0.512 -1.450 0.348
H 2.450 3.803 1.945 1.272 -0.580 -0.135 0.191
C -6.091 0.143 -2.466 0.291 0.091 0.048 -0.190
O -5.697 0.944 -3.575 0.098 0.164 -0.301 -0.531
H -7.133 0.360 -2.228 0.049 0.044 -0.142 0.250
H -5.991 -0.915 -2.722 -0.073 -0.057 0.206 0.220
H -5.467 0.376 -1.603 -0.161 -0.247 0.040 -0.012
H -4.772 0.733 -3.766 -0.148 0.029 -0.003 0.311
C 6.349 -3.710 3.723 -0.278 -0.032 0.182 -0.565
O 5.236 -3.253 4.470 0.074 -0.025 0.188 -0.495
H 6.821 -2.857 3.235 -0.134 0.000 0.073 0.346
H 7.070 -4.189 4.392 0.184 -0.046 -0.150 0.237
H 6.014 -4.421 2.963 0.184 0.026 -0.121 0.173
H 4.839 -4.026 4.890 0.018 0.097 -0.138 0.250
C -1.591 -5.032 1.201 0.083 0.247 0.361 -0.593
O -0.593 -4.303 1.897 -0.023 -0.282 0.140 -0.392
H -1.210 -5.295 0.215 0.034 0.071 0.087 0.224
H -1.834 -5.946 1.751 -0.172 -0.124 -0.167 0.271
H -2.488 -4.416 1.089 -0.115 -0.149 -0.154 0.210
H -0.955 -4.082 2.766 0.153 0.240 -0.190 0.276
C -2.354 2.664 -5.256 -0.209 -0.045 0.220 -0.536
O -2.757 1.922 -4.113 -0.222 -0.067 0.079 -0.509
H -1.530 2.144 -5.740 -0.087 0.046 0.134 0.162
H -3.191 2.746 -5.956 0.119 0.114 -0.181 0.296
H -2.024 3.660 -4.951 0.100 0.041 -0.230 0.256
H -3.487 2.404 -3.703 0.154 -0.102 0.063 0.288
C -0.119 5.382 -0.688 0.273 -0.291 0.021 -0.746
O 0.353 4.383 0.201 0.019 0.156 0.024 -0.339
H -1.000 5.853 -0.251 0.067 -0.086 0.038 0.223
H 0.656 6.138 -0.842 -0.134 0.161 -0.139 0.305
H -0.391 4.927 -1.645 -0.090 0.190 -0.095 0.270
H 1.130 3.981 -0.208 -0.159 -0.186 0.212 0.265
C -1.012 4.378 -8.619 0.197 -0.184 -0.086 -0.577
O -0.526 3.379 -7.735 0.086 -0.126 0.076 -0.426
H -1.890 4.845 -8.172 0.089 -0.098 0.051 0.233
H -0.242 5.137 -8.779 -0.140 0.122 -0.111 0.276
H -1.291 3.924 -9.573 -0.062 0.175 -0.081 0.246
H 0.249 2.983 -8.154 -0.094 0.091 0.073 0.280
C 6.374 -7.164 4.002 -0.142 -0.257 0.133 -0.505
O 5.260 -6.699 4.751 -0.050 0.127 0.084 -0.463
H 6.847 -6.315 3.514 -0.102 -0.096 0.089 0.180
H 7.094 -7.643 4.672 0.147 -0.034 -0.159 0.268
H 6.039 -7.876 3.244 0.194 -0.012 -0.080 0.266
H 4.858 -7.467 5.173 -0.019 0.208 -0.051 0.274
C -1.333 -2.012 5.805 0.236 -0.112 -0.020 -0.586
O -1.053 -2.987 4.812 -0.057 -0.304 -0.056 -0.437
H -2.205 -1.436 5.496 0.082 -0.091 -0.064 0.144
H -1.546 -2.505 6.758 -0.068 0.175 0.105 0.311
H -0.478 -1.342 5.916 -0.118 0.125 0.096 0.261
H -0.280 -3.481 5.108 -0.032 0.144 -0.200 0.275
C -1.248 0.099 -10.066 -0.015 0.104 0.265 -0.562
O -0.240 0.825 -9.378 0.120 0.085 0.077 -0.495
H -0.876 -0.166 -11.056 0.051 0.063 0.104 0.225
H -1.487 -0.814 -9.515 -0.137 -0.058 -0.163 0.257
H -2.144 0.716 -10.170 -0.109 -0.156 -0.115 0.255
H -0.594 1.047 -8.507 0.038 0.006 -0.135 0.312